This record from the OMol25 dataset describes the molecule C5H11N3. The level of theory is ωB97M-V with the def2-TZVPD basis set.

Last columns: bonded neighbours and bond lengths (Å).
Geometry (Å):
1 C -0.44 1.01 -1.53  C3 1.510, H14 1.091, H15 1.094, H16 1.086
2 C -0.87 -2.34 0.64  C4 1.505, H17 1.088, H18 1.092, H19 1.093
3 C 0.24 1.41 -0.24  C1 1.510, N5 1.378, N8 1.321
4 C -0.12 -1.03 0.70  C2 1.505, N6 1.417, C7 1.380
5 N 1.27 2.31 -0.41  C3 1.378, H9 1.009, H10 1.008
6 N 1.28 -1.21 0.65  C4 1.417, H11 1.014, H12 1.010
7 C -0.71 0.08 1.27  C4 1.380, N8 1.355, H13 1.086
8 N -0.27 1.33 0.98  C3 1.321, C7 1.355
9 H 1.51 2.84 0.41  N5 1.009
10 H 1.30 2.85 -1.26  N5 1.008
11 H 1.59 -1.66 -0.21  N6 1.014
12 H 1.79 -0.35 0.78  N6 1.010
13 H -1.60 0.01 1.90  C7 1.086
14 H 0.27 0.51 -2.19  C1 1.091
15 H -0.81 1.90 -2.05  C1 1.094
16 H -1.28 0.36 -1.33  C1 1.086
17 H -1.93 -2.20 0.84  C2 1.088
18 H -0.47 -3.04 1.38  C2 1.092
19 H -0.76 -2.80 -0.35  C2 1.093

Values from the calculation:
gap between HOMO and LUMO: 7.59 eV
SMILES: C/C(N)=C/N=C(\C)N
multiplicity: 1
E_tot: -361.3325 hartree

Charges per atom according to Löwdin partitioning, unit e: atom 1 (C): -0.0300, atom 2 (C): -0.0706, atom 3 (C): -0.4632, atom 4 (C): -0.4029, atom 5 (N): 0.1196, atom 6 (N): 0.0789, atom 7 (C): -0.1771, atom 8 (N): 0.0517, atom 9 (H): 0.0952, atom 10 (H): 0.0879, atom 11 (H): 0.0789, atom 12 (H): 0.0740, atom 13 (H): 0.1032, atom 14 (H): 0.0792, atom 15 (H): 0.0817, atom 16 (H): 0.0770, atom 17 (H): 0.0696, atom 18 (H): 0.0736, atom 19 (H): 0.0732